A cluster of 14 separate species, C56H154N14O14 in total in a non-equilibrium geometry. Source: OMol25; level of theory: ωB97M-V with the def2-TZVPD basis set.

Computed properties:
- spin multiplicity = 1
- LUMO energy (eV) = 0.60
- M (g mol⁻¹) = 1247.9
- relative energy (zero: lowest compared OMol25 entry of this formula, charge and spin) (kJ/mol) = 909.2
- energy (eV) = -110081.1747
- highest occupied orbital energy (eV) = -8.7266

XYZ file:
```
238
Properties=species:S:1:pos:R:3:forces:R:3
O 3.921467 -3.482949 2.431762 0.98 0.45 -0.51
O -3.943623 -1.194813 -4.828914 -1.11 1.77 0.77
O 0.479513 0.002805 0.539501 0.15 -0.55 -0.83
O 8.224679 2.368579 0.930281 0.93 -0.30 0.19
O 0.741610 4.705582 -0.447660 -0.89 -0.41 -1.24
O -0.960862 3.031646 -7.879145 -0.51 -0.68 0.97
O 5.408939 4.127742 -2.917589 0.39 -0.34 0.72
O -3.632100 4.326508 0.444572 -1.45 1.01 -0.82
O 1.773321 0.581610 6.997733 1.40 -0.36 1.85
O -1.482883 -2.860023 3.558751 -0.86 1.08 2.44
O 2.161285 -3.938219 -3.016201 -0.58 -1.38 1.49
O -4.925429 -0.376711 1.580277 -0.26 1.12 -0.50
O 5.257732 -3.653765 6.190652 -0.68 1.07 -0.21
O -6.441080 0.581923 -3.929600 -0.07 1.33 1.03
N 5.688722 -2.547240 -0.764439 -1.15 0.07 0.72
N 4.501233 1.795519 1.747224 0.37 -0.10 0.36
N -2.807624 -4.710878 -4.495548 -1.62 0.34 -0.39
N 1.468257 -7.017923 -0.928761 -0.46 0.59 -0.21
N -5.036988 4.582517 2.997116 1.37 0.65 -0.05
N 4.405201 0.050959 6.001837 -0.69 -0.96 -0.48
N -1.952225 -0.955479 5.664724 0.17 0.79 0.87
N 0.878308 0.788892 -8.081475 0.68 1.07 -0.32
N -7.318010 -1.955791 -4.825699 1.02 -1.34 0.25
N 0.040857 6.381353 -2.667770 -0.34 -0.28 -0.19
N 3.603051 2.309236 -3.953432 -1.41 1.26 -0.04
N 1.839159 2.052522 4.434217 0.25 -1.47 -0.76
N -8.059193 -2.370413 1.216074 -1.45 -1.59 -0.41
N -2.813843 1.166031 -0.807934 -0.13 -0.70 -0.23
C -4.936286 3.404353 2.165696 -0.66 -0.49 -0.32
C -7.076349 -1.419015 0.828748 0.42 1.55 -0.01
C -3.248439 -2.368370 -5.042591 0.50 0.24 -1.72
C -0.720899 0.763167 0.517849 1.00 0.44 -0.07
C 1.173098 4.458595 -1.807772 -0.77 -1.02 -1.00
C -3.268021 -3.001394 5.940479 -0.38 -0.82 0.80
C 4.236270 -1.431873 6.110851 0.39 -0.08 0.77
C 0.595613 0.025518 -5.781451 -0.83 1.02 -0.06
C 5.507308 2.646238 -2.709660 1.23 2.09 1.51
C 4.381463 -2.720511 1.320026 -0.98 -0.47 -1.59
C 1.032966 -0.182320 1.842163 -0.15 0.69 -1.19
C 5.441317 -3.367948 0.436662 2.50 -0.65 1.79
C 1.652864 4.263791 0.542028 0.51 0.60 -0.75
C 0.072836 3.404398 5.202058 -0.89 0.95 1.07
C -0.676068 1.474239 -1.952312 -1.07 0.17 0.80
C -1.416500 0.688563 -0.874283 0.44 -0.25 1.65
C 5.504374 -2.261869 5.969253 0.01 -0.41 -1.97
C -0.875356 -2.903437 4.876849 -1.96 -0.86 0.65
C -9.374650 -1.865644 -3.551522 0.51 1.24 -0.26
C -8.222748 -1.027830 -4.226234 -0.16 0.12 1.33
C 1.166352 2.463572 5.637069 -0.56 -0.60 -0.70
C -1.834135 -2.392682 5.975215 -1.84 1.73 -2.49
C 0.663243 1.172751 6.430442 0.20 1.82 -0.75
C 1.568879 -0.307296 8.084289 0.37 -0.49 -0.03
C -7.833568 -0.100623 0.590323 1.90 0.26 0.56
C -0.045849 0.792105 -6.973860 -0.55 -0.58 -0.12
C -5.757787 1.544609 -3.098163 0.39 -0.37 -0.40
C -4.944264 3.799355 0.680829 1.36 -1.77 1.11
C -5.965486 -1.357324 1.922954 1.84 0.29 -0.29
C -3.353101 0.030234 -5.323838 -0.56 -1.17 0.99
C -3.221938 -3.124458 -2.770903 -0.72 0.57 1.64
C 1.283188 -6.717474 -3.328210 1.18 1.29 0.80
C 3.101291 -1.828738 5.172885 0.45 -1.25 -1.37
C 1.794726 -4.645429 -1.820930 0.26 -1.28 -0.81
C -3.651589 -3.516364 -4.131878 1.93 -0.44 -0.54
C 1.681240 -2.608031 -2.956557 1.63 -0.52 -0.98
C 3.102105 -4.621968 2.220740 -0.40 0.31 0.60
C 6.794127 -3.585052 1.267074 -1.26 0.43 -1.50
C -2.375395 2.943054 -8.126603 0.72 -1.75 0.13
C 1.991939 -6.191551 -2.012259 -0.58 0.40 -1.21
C 5.615999 4.960505 -1.744702 -0.04 -1.20 0.12
C -7.371840 -0.179196 -3.202942 -1.20 -1.64 -0.57
C 9.490830 1.743239 1.220965 0.67 0.75 -1.40
C 7.151984 1.598766 1.399154 -2.15 1.80 0.94
C 0.122976 4.731259 -4.376855 1.57 -2.00 0.70
C 6.393759 -4.448364 5.979193 -0.35 -0.24 0.98
C -3.563056 4.811603 -0.885550 1.62 -0.17 -0.93
C -3.953751 -0.015569 2.573190 -0.92 -1.56 1.30
C 0.044949 4.929620 -2.861908 1.34 1.46 1.58
C -0.604033 -3.394141 2.678014 1.52 0.08 -1.93
C 4.128162 2.065237 -2.630132 1.05 -1.46 -0.64
C 4.048535 0.584014 -2.393550 0.27 -0.90 0.83
C 5.739173 2.508503 1.387257 0.27 -1.74 -1.06
C -0.510781 2.256111 -6.684399 0.85 0.82 -1.03
C -5.989719 2.440422 2.546529 -1.18 0.19 0.17
C 5.801084 3.751065 2.194644 1.21 0.15 0.45
H -0.772801 6.623548 -3.214953 -0.27 1.11 0.36
H 0.429296 -6.073628 -3.539013 -0.26 -0.40 0.04
H -0.815957 2.511099 -1.646613 0.49 0.25 -0.10
H 6.635734 -4.259537 2.108555 0.10 -0.08 -0.19
H 6.143887 2.443804 -1.848340 -0.06 0.17 0.44
H -1.486611 -2.445838 7.006954 0.59 -0.51 -0.27
H -0.517194 -4.479940 2.717850 -0.27 -0.25 -0.10
H 4.741584 4.967614 -1.093976 -0.30 -0.12 0.00
H -0.117360 6.502284 -1.677592 -0.36 0.66 0.15
H -3.138305 0.673708 2.353971 -0.25 -0.26 -1.40
H 0.982595 -0.072600 -8.598244 -0.29 -0.09 0.26
H 1.490149 0.565660 -5.471364 0.04 -0.10 0.17
H 2.092062 -2.089420 -2.090314 -0.23 0.19 0.23
H -2.963977 2.034246 -0.314218 0.79 0.56 -0.02
H -0.829049 -3.011264 1.682590 -0.49 -0.52 -0.24
H -5.884164 1.519349 1.973290 -0.58 0.20 0.02
H -7.769607 -2.392232 -5.616700 0.35 -0.02 -0.24
H 2.431309 -4.308336 -1.002865 0.02 0.17 0.33
H 2.234864 -2.300350 -3.843643 -0.81 1.34 -0.13
H -1.821314 -4.529012 -4.376286 0.10 0.34 0.22
H -4.102082 2.771052 2.467560 1.19 1.02 -0.57
H -5.778736 4.457670 0.439219 0.14 0.46 0.05
H -2.782931 -0.539043 6.060463 -0.03 0.01 0.07
H -1.329724 -0.381372 -1.063484 -0.77 -0.15 -0.52
H 2.085830 -1.466664 5.333622 0.30 0.27 0.59
H 4.677610 -1.699405 1.560344 0.08 -0.17 0.79
H 2.146120 4.923189 -1.967428 -0.02 0.52 -0.21
H -0.446911 1.802473 0.699186 -0.13 0.49 0.23
H -3.796204 -2.714946 6.849912 0.20 0.23 0.35
H -2.943251 -4.838005 -5.488297 0.11 -0.44 -0.27
H -8.540056 -0.139401 -0.238819 0.00 -0.23 0.15
H 2.521896 -0.433094 8.598137 0.16 0.06 -0.19
H 10.265100 2.491533 1.390258 -0.39 0.51 0.33
H 9.862430 1.295719 0.299149 -0.22 -0.60 -0.06
H 1.027106 -7.771829 -3.223968 -0.18 0.16 -0.09
H -5.055203 2.896763 0.079903 -0.16 -0.23 -0.33
H 5.851802 6.006274 -1.941859 -0.10 -0.21 -0.87
H -0.821076 -3.964972 5.118274 1.25 -0.20 -0.11
H 7.420170 1.402729 2.437293 -0.64 -0.50 0.37
H 0.751333 -4.419020 -1.601424 -0.21 -0.16 0.23
H -3.824028 -2.272890 -2.454004 0.07 0.19 0.14
H 2.170127 2.874302 3.949207 0.23 0.02 -0.13
H 0.404821 -2.999509 2.798753 0.42 0.03 0.47
H 6.770018 4.170569 1.923938 0.02 0.52 0.37
H 3.540572 0.186625 6.505923 -0.16 1.78 -0.20
H 1.942520 -6.837879 -0.055404 0.19 -0.22 0.10
H -2.628791 1.906498 -7.904281 -0.48 -0.21 -0.02
H 1.261683 -1.296257 7.744169 -0.13 -0.15 -0.24
H 6.897110 -4.365227 5.015951 -0.09 0.50 -0.19
H 0.019630 -2.282106 4.844575 0.31 -0.50 0.26
H 6.188604 -2.997580 -1.517714 0.53 -0.50 0.37
H -4.462508 5.168074 -1.387561 -0.45 -0.03 0.65
H 0.425942 3.689979 -4.486671 -0.47 -0.36 -0.37
H 1.942804 -0.767453 1.708359 -0.09 -0.17 0.11
H -5.775385 5.192837 2.677159 -0.90 -0.31 0.00
H 0.381712 4.182977 4.504565 0.48 -0.29 -0.26
H -2.648965 0.334908 -4.549585 0.76 0.08 -0.49
H -7.056535 0.634174 0.379615 -0.36 0.51 -0.11
H -3.406594 -3.913080 -2.041468 0.15 -0.13 -0.05
H -0.888203 4.524347 -2.470645 -0.10 -0.48 -0.10
H -3.319683 -2.506989 -6.121393 -0.43 -1.15 -0.46
H -0.826224 2.956746 4.778496 0.16 -0.39 0.02
H 3.553001 2.510057 -1.818080 -0.16 0.49 -0.28
H -6.344909 2.389571 -2.738366 -0.78 -0.26 0.01
H 1.987824 -6.581277 -4.148602 -0.13 -0.14 -0.14
H -8.311142 -2.774291 0.325287 0.13 -1.22 -0.06
H -6.301770 -1.260259 2.955231 -0.75 0.86 -0.04
H 5.013847 4.464405 1.950705 -0.06 -0.18 0.07
H 9.587425 1.023409 2.033748 -0.84 0.01 0.13
H 1.981312 3.016944 6.103676 -0.70 0.10 1.65
H 6.440548 4.578050 -1.143086 0.19 -0.16 -0.02
H 2.066957 -4.383074 1.976818 -0.16 0.55 -0.08
H 3.564927 -2.616679 0.605479 -0.76 0.35 0.03
H 1.694659 -7.935352 -1.285363 -0.13 -0.45 0.84
H 0.337329 2.877210 -6.396202 0.18 -0.39 0.21
H 4.417967 2.301015 -4.550041 -0.10 -0.32 -0.58
H 5.545042 2.900718 0.388965 0.53 -0.57 -0.54
H -6.919775 2.999922 2.446209 -0.68 -0.72 -0.13
H -3.552160 -0.955879 2.950838 0.57 -0.05 0.06
H 0.874128 -0.028776 8.876653 -0.37 0.73 -0.33
H 6.106881 2.283027 -3.544339 -0.39 -0.15 -0.30
H 4.419460 1.748180 2.752797 -0.02 0.06 0.33
H -1.286584 0.415554 1.382290 -0.79 -0.04 -0.28
H -3.405485 0.544546 -0.275188 -0.01 -0.63 -0.06
H 2.632320 1.547206 4.802531 0.69 -0.35 -0.72
H -5.283684 1.057304 -2.246194 0.05 -0.11 0.06
H -4.092586 0.830977 -5.332567 -0.38 -0.42 -0.17
H -2.587491 3.050682 -9.190340 0.21 0.49 0.09
H 4.220992 0.398140 -1.333448 -0.27 -0.34 0.16
H 3.067456 0.243322 -2.724484 -0.19 0.09 0.41
H -5.845920 2.228419 3.605995 -0.21 -0.09 0.03
H -6.482531 -1.452495 -5.087958 0.28 -0.21 -0.42
H 3.472270 3.303987 -3.837377 -0.63 0.64 -1.01
H -10.015130 -2.251807 -4.344471 0.07 -0.33 0.12
H -3.037155 3.546040 -7.504850 0.39 0.53 0.06
H 3.919750 -1.638543 7.133201 -0.27 -0.26 0.26
H -0.948582 0.265262 -7.283087 -0.43 -0.29 0.20
H -8.304324 0.134677 1.544852 -0.28 0.37 -0.14
H 2.621140 4.598184 0.169569 0.53 0.20 0.64
H -1.918864 -0.695505 4.689325 -0.05 -0.54 -0.14
H 0.300536 -0.710547 2.452584 0.08 0.07 0.45
H 0.963363 5.219835 -4.869949 -0.15 0.66 0.32
H -4.720028 -3.732061 -4.128323 0.09 -0.22 -0.37
H 4.734801 -0.085208 -2.912468 0.45 0.45 -0.36
H 3.375658 -5.359995 1.466690 0.82 0.09 -0.01
H -2.974179 -0.133297 -6.332683 0.42 0.18 0.08
H -0.236313 4.000131 6.060919 -0.36 -0.07 0.23
H -2.178920 -2.811861 -2.720938 0.14 -0.13 -0.11
H -1.247021 2.329980 -5.884027 -0.19 -0.25 -0.06
H -4.971373 2.028803 -3.677134 0.07 -0.38 -0.22
H 6.369137 -1.872598 6.506613 -0.16 -0.02 0.83
H -4.371463 0.473367 3.453283 -0.76 -0.04 0.11
H 1.332869 3.393880 -1.977937 -0.01 -0.32 0.28
H 3.057716 -6.406287 -2.090423 0.33 0.40 -0.34
H -2.165466 -2.268418 -4.970024 0.47 0.37 0.72
H -0.123505 -0.034331 -4.964515 0.04 0.20 0.29
H -5.399701 -2.282512 2.032607 -0.31 -0.63 -0.64
H 7.200131 -2.639391 1.626216 -0.24 0.14 0.05
H 5.833126 -2.191989 4.932367 0.07 0.19 -0.51
H 7.046183 -4.191600 6.813771 0.76 -0.42 -0.19
H 5.133563 0.522104 6.519145 0.36 -0.63 0.36
H 0.378054 1.216510 -2.054789 -0.16 -0.03 -0.14
H 0.235025 0.391617 5.802294 -0.76 0.66 -0.41
H -6.903153 -0.908524 -2.542245 0.81 -0.50 -0.21
H -8.932085 -1.870307 1.305804 -0.24 0.25 1.08
H 1.361994 4.746326 1.475120 0.17 0.01 -0.07
H -2.805466 5.587111 -0.998500 -0.08 0.35 0.61
H 7.002956 0.664500 0.857816 -0.06 -0.08 -0.23
H -3.139699 4.039251 -1.527694 -0.28 -0.51 -0.19
H 4.424199 0.830975 1.457696 0.26 -0.09 -0.51
H -1.286767 1.372136 -2.849372 0.47 -0.17 -0.36
H 7.503768 -3.953807 0.526449 0.26 -0.41 0.37
H 3.069871 -2.909616 5.035708 -0.24 -0.36 0.89
H -10.018109 -1.293527 -2.883137 -0.04 0.41 -0.15
H 1.309936 0.799937 2.224991 -0.11 -0.14 0.59
H 3.085233 -5.057873 3.219644 -0.04 -0.45 -0.22
H -6.711035 -1.734038 -0.148710 0.91 0.04 0.23
H -3.344356 -4.088291 5.970836 0.54 -0.26 -0.03
H 0.594466 -2.542598 -3.008894 -0.04 0.11 -0.08
H 0.843150 -1.014550 -5.993779 0.08 0.12 -0.52
H 5.058964 -4.360479 0.198352 0.04 -0.29 -0.20
H -4.006772 -2.729478 5.186554 0.81 0.49 -0.68
H -8.967792 -2.658297 -2.923612 0.22 -0.18 -0.39
H 3.313642 -1.649837 4.118835 0.40 0.97 -0.04
H 6.045079 -5.477277 6.067845 0.18 -0.04 0.13
H 4.758186 -2.500313 -1.154304 -0.35 0.66 -0.48
H -8.529342 -0.461914 -5.105916 -1.00 1.08 0.77
H -4.266185 5.101801 2.601746 0.78 0.68 0.69
H 5.798862 3.492169 3.253450 -0.02 0.30 0.22
H -0.008100 1.509935 7.220187 -0.42 -0.10 -0.02
H -7.984324 0.296886 -2.437238 -0.38 1.23 -0.61
H 1.772367 3.192875 0.706193 -0.56 -0.34 -0.28
H -0.799194 4.906684 -4.930855 -0.05 0.09 0.33
H 0.602869 1.529631 -8.710405 0.12 -0.05 -0.35
```
Positions in Å, forces in eV/Å.